1.
{
  "formula": "C4H7NO2",
  "method": "the ωB97M-V functional and the def2-TZVPD basis",
  "elements": ["C", "N", "C", "C", "O", "H", "H", "H", "H", "H", "C", "O", "H", "H"],
  "coordinates": [[2.474855, 0.129576, 0.234851], [1.261891, 0.435976, -0.496368], [0.018781, 1.105432, -0.000719], [0.115725, -0.258572, -0.537503], [-0.353470, -1.351533, -0.738816], [2.970232, -0.711962, -0.255144], [3.141777, 0.994418, 0.218452], [2.260343, -0.141256, 1.277853], [-0.315374, 1.962138, -0.580970], [-0.131750, 1.185715, 1.078624], [-2.855840, -0.842890, -0.053533], [-2.838533, 0.267294, 0.421247], [-3.018332, -1.022703, -1.132128], [-2.730300, -1.751629, 0.564153]],
  "forces_ev_per_angstrom": [[0.1, 0.0, 0.1], [-0.1, -0.2, -0.1], [-0.2, 0.2, 0.1], [0.0, -0.3, 0.0], [0.2, 0.5, 0.1], [0.0, 0.1, 0.1], [-0.1, -0.1, 0.0], [0.0, 0.0, -0.1], [0.1, -0.2, 0.1], [0.0, 0.0, -0.2], [-0.1, 0.2, 0.1], [0.0, -0.5, -0.2], [0.0, 0.1, 0.1], [0.0, 0.1, 0.0]],
  "e_above_lowest_kcal_mol": 75.2,
  "gap_ev": 10.55,
  "smiles": "CN1CC1=O.C=O",
  "energy_ev": -9844.01860,
  "total_charge": 0
}

***

2.
{
  "formula": "C4H7NO2",
  "method": "the ωB97M-V functional and the def2-TZVPD basis",
  "elements": ["O", "N", "C", "C", "C", "C", "O", "H", "H", "H", "H", "H", "H", "H"],
  "coordinates": [[1.897779, 1.756042, -0.554413], [1.788919, 0.373531, -0.622181], [0.663358, -0.015081, -0.189154], [0.028927, -1.386822, -0.215997], [-1.337679, -0.647401, -0.176821], [-0.625769, 0.664160, 0.257385], [-0.708187, 0.982090, 1.628952], [2.781961, 1.915928, -0.907515], [0.227944, -1.964006, 0.695301], [0.245818, -2.014649, -1.082783], [-2.104159, -1.020497, 0.507731], [-1.755307, -0.542298, -1.183003], [-0.902950, 1.570606, -0.285781], [-0.200649, 0.328393, 2.128281]],
  "forces_ev_per_angstrom": [[0.2, 0.3, 0.0], [-0.5, -0.4, 0.2], [0.4, 0.1, -0.1], [0.1, -0.1, 0.0], [-0.2, 0.0, 0.0], [-0.1, 0.2, -0.3], [0.2, -0.2, 0.2], [-0.2, 0.0, 0.1], [0.0, 0.1, -0.1], [0.0, 0.1, 0.1], [0.1, 0.1, -0.1], [0.0, 0.0, 0.2], [0.1, -0.1, 0.1], [-0.1, 0.1, 0.0]],
  "e_above_lowest_kcal_mol": 79.0,
  "gap_ev": 10.69,
  "smiles": "O/N=C1/CC[C@H]1O",
  "energy_ev": -9843.85199,
  "total_charge": 0
}

***

3.
{
  "formula": "C4H7NO2",
  "method": "the ωB97M-V functional and the def2-TZVPD basis",
  "elements": ["O", "C", "N", "C", "C", "O", "C", "H", "H", "H", "H", "H", "H", "H"],
  "coordinates": [[2.175243, 1.439805, -0.840520], [1.926477, 0.317678, -0.453491], [0.889094, -0.017318, 0.355605], [0.015941, -1.192648, 0.168602], [-1.207624, -0.244354, 0.183183], [-1.608678, -0.025197, -1.151827], [-0.241552, 0.839883, 0.694009], [2.562656, -0.563255, -0.679624], [0.248594, -1.773536, 1.051754], [0.091448, -1.749351, -0.774387], [-2.070757, -0.492569, 0.814084], [-2.185147, 0.752060, -1.161659], [-0.329303, 1.004180, 1.775256], [-0.219904, 1.778962, 0.144684]],
  "forces_ev_per_angstrom": [[0.1, -0.2, 0.3], [0.0, 0.2, -0.1], [0.2, 0.2, -0.4], [0.3, 0.0, 0.0], [0.1, -0.1, 0.3], [-0.2, 0.1, 0.0], [-0.1, 0.4, 0.0], [-0.2, 0.2, -0.2], [-0.9, -0.8, 0.0], [0.3, 0.1, 0.3], [0.3, -0.1, 0.0], [0.2, -0.2, -0.1], [0.1, 0.1, -0.2], [-0.2, 0.1, 0.0]],
  "e_above_lowest_kcal_mol": 44.6,
  "gap_ev": 10.20,
  "smiles": "O=CN1CC(O)C1",
  "energy_ev": -9845.34367,
  "total_charge": 0
}

***

4.
{
  "formula": "C4H7NO2",
  "method": "the ωB97M-V functional and the def2-TZVPD basis",
  "elements": ["C", "C", "C", "C", "H", "H", "H", "H", "H", "H", "H", "N", "O", "O"],
  "coordinates": [[1.628860, 0.341117, -0.398291], [0.130097, 0.411287, 0.411527], [-1.077598, 1.040398, 0.003035], [-1.825783, -0.296803, -0.102299], [1.567756, -1.715197, -0.857134], [1.384871, 0.490859, -1.516913], [2.708449, 0.986369, 0.202853], [0.157797, 0.626195, 1.403628], [-1.057317, 1.454650, -0.991257], [-1.559696, 1.649278, 0.678146], [-0.645777, -1.770744, 1.186127], [-0.555904, -0.994197, 0.339459], [1.974184, -1.255703, -0.016449], [-2.829942, -0.967515, -0.342436]],
  "forces_ev_per_angstrom": [[0.1, -1.9, 3.3], [3.5, -4.1, -0.5], [-2.7, 0.1, -4.6], [1.1, -5.5, 1.2], [1.1, 1.1, 2.6], [1.1, -0.2, 1.8], [-4.0, -1.9, -2.4], [1.7, 0.7, 3.0], [-0.1, 0.8, -0.4], [-0.9, 1.7, 1.4], [0.7, 2.8, -2.9], [-2.1, 0.5, 1.1], [-1.1, 2.7, -4.0], [1.6, 3.2, 0.4]],
  "e_above_lowest_kcal_mol": 129.6,
  "gap_ev": 10.05,
  "energy_ev": -9841.65786,
  "total_charge": 0
}

***

5.
{
  "formula": "C4H7NO2",
  "method": "the ωB97M-V functional and the def2-TZVPD basis",
  "elements": ["C", "C", "C", "C", "O", "N", "O", "H", "H", "H", "H", "H", "H", "H"],
  "coordinates": [[-0.167428, 1.525243, 1.031372], [-0.262930, 0.295896, 0.568117], [-1.418839, -0.622258, 0.819962], [0.900473, -0.359659, -0.164108], [2.048318, -0.535508, 0.194557], [0.558033, -0.377880, -1.488274], [1.598416, -0.589619, -2.398663], [0.671802, 2.171462, 0.817299], [-0.927099, 1.918230, 1.704045], [-1.108406, -1.401593, 1.527952], [-2.252506, -0.073440, 1.251464], [-1.735297, -1.119895, -0.102877], [-0.260141, -0.019766, -1.947999], [2.355606, -0.811213, -1.812845]],
  "forces_ev_per_angstrom": [[0.0, 0.4, 0.3], [0.5, -1.4, 0.8], [0.0, -0.1, 0.3], [-1.1, 2.7, -1.6], [-0.2, -0.7, 0.2], [1.4, -1.0, 0.0], [0.0, -0.3, 0.1], [0.2, -0.1, 0.1], [-0.1, 0.1, -0.4], [-0.1, 0.0, -0.2], [-0.1, -0.1, 0.0], [0.0, 0.1, 0.2], [0.0, 0.1, 0.3], [-0.3, 0.2, -0.1]],
  "e_above_lowest_kcal_mol": 67.1,
  "gap_ev": 10.07,
  "smiles": "C=C(C)C(=O)NO",
  "energy_ev": -9844.36975,
  "total_charge": 0
}

***

6.
{
  "formula": "C4H7NO2",
  "method": "the ωB97M-V functional and the def2-TZVPD basis",
  "elements": ["C", "C", "N", "O", "C", "C", "O", "H", "H", "H", "H", "H", "H", "H"],
  "coordinates": [[-1.380539, -0.722013, -0.893714], [-0.409869, -0.252013, 0.019396], [-0.628174, 0.677028, 1.029378], [-1.969951, 1.006626, 0.966191], [1.048126, -0.458810, -0.310922], [2.005555, 0.638691, -0.164811], [1.957267, -0.431423, 0.767238], [-2.419300, -0.447318, -0.782940], [-1.100007, -1.458874, -1.637830], [-0.750299, -1.006852, 0.823202], [-2.127611, 1.431436, 1.820198], [1.236627, -1.234617, -1.054265], [2.895488, 0.665800, -0.793056], [1.642693, 1.592341, 0.211930]],
  "forces_ev_per_angstrom": [[-0.8, 0.1, -1.2], [0.5, -1.1, 0.9], [-0.2, 1.3, 0.1], [-0.1, 0.1, 0.4], [-0.2, 0.0, -0.1], [0.1, 0.2, -0.2], [0.1, -0.1, 0.2], [0.1, -0.1, 0.0], [0.0, 0.1, 0.2], [0.5, -0.6, -0.2], [0.0, 0.0, -0.2], [-0.1, 0.1, 0.1], [-0.2, 0.0, 0.1], [0.1, -0.1, 0.0]],
  "e_above_lowest_kcal_mol": 165.6,
  "gap_ev": [8.65, 8.47],
  "energy_ev": -9840.09991,
  "total_charge": 0
}

***

7.
{
  "formula": "C4H7NO2",
  "method": "the ωB97M-V functional and the def2-TZVPD basis",
  "elements": ["N", "C", "O", "C", "C", "C", "O", "H", "H", "H", "H", "H", "H", "H"],
  "coordinates": [[2.006130, -0.552223, -0.516192], [1.237625, 0.516412, -0.198062], [1.632619, 1.576121, 0.245430], [-0.203323, 0.286778, -0.513110], [-0.971677, -0.914881, -0.102617], [-1.256247, 0.872233, 0.299681], [-1.395048, 0.872570, 1.658757], [1.538241, -1.415367, -0.745739], [2.994839, -0.529437, -0.336984], [-0.438274, 0.544338, -1.544029], [-1.660770, -1.477793, -0.714089], [-0.508079, -1.527996, 0.701092], [-1.715078, 1.806884, -0.095202], [-1.260963, -0.057634, 1.861062]],
  "forces_ev_per_angstrom": [[0.2, -0.1, 0.1], [0.2, 0.1, 0.0], [0.2, -0.3, -0.1], [0.2, 0.4, -0.2], [-0.7, 0.7, 0.1], [-0.4, -0.8, -0.3], [0.8, 0.0, 0.6], [0.3, 0.1, 0.0], [0.0, -0.1, 0.0], [0.3, 0.2, -0.1], [0.3, 0.2, -0.4], [-0.7, 0.8, -0.1], [-0.6, -1.4, -0.2], [0.0, 0.3, 0.8]],
  "e_above_lowest_kcal_mol": 77.8,
  "gap_ev": 9.16,
  "smiles": "NC(=O)[C@H]1C[C@H]1O",
  "energy_ev": -9843.90658,
  "total_charge": 0
}

***

8.
{
  "formula": "C4H7NO2",
  "method": "the ωB97M-V functional and the def2-TZVPD basis",
  "elements": ["C", "C", "N", "O", "C", "C", "O", "H", "H", "H", "H", "H", "H", "H"],
  "coordinates": [[-1.923720, -0.151691, -0.439945], [-0.526491, -0.044068, 0.053563], [0.077948, 1.081086, 0.548200], [0.039271, -1.152171, 0.545626], [1.421820, -0.790571, 0.667256], [1.398102, 0.536102, -0.133533], [2.285275, 1.290916, -0.484468], [-2.606855, -0.020307, 0.407176], [-2.127713, 0.633015, -1.171843], [-2.091644, -1.132012, -0.887735], [-0.206666, 1.922463, 0.052299], [1.669216, -0.560272, 1.706798], [2.029914, -1.600839, 0.264427], [0.608743, -0.023906, -1.135319]],
  "forces_ev_per_angstrom": [[0.0, 0.0, -0.1], [-0.3, 0.0, 0.2], [-0.2, 0.1, -0.1], [-0.1, 0.0, -0.1], [0.2, 0.0, 0.0], [0.3, -0.1, -0.1], [-0.2, -0.2, 0.1], [0.1, 0.0, -0.1], [0.0, -0.1, 0.1], [0.0, 0.1, 0.1], [0.0, -0.1, 0.0], [0.0, 0.0, -0.1], [-0.1, 0.1, 0.0], [0.1, 0.0, 0.0]],
  "e_above_lowest_kcal_mol": 92.9,
  "gap_ev": 9.26,
  "energy_ev": -9843.25018,
  "total_charge": 0
}

***

9.
{
  "formula": "C4H7NO2",
  "method": "the ωB97M-V functional and the def2-TZVPD basis",
  "elements": ["C", "N", "C", "O", "C", "C", "O", "H", "H", "H", "H", "H", "H", "H"],
  "coordinates": [[-0.585455, -0.884087, -1.003187], [-0.043919, -0.447550, 0.272691], [0.137307, -1.377342, 1.256907], [-0.022313, -2.571387, 1.119197], [-0.013880, 0.968976, 0.558965], [0.711558, 1.704762, -0.553303], [0.297008, 2.712567, -1.068781], [-0.223172, -0.231023, -1.804470], [-0.245848, -1.904709, -1.184406], [-1.682801, -0.864318, -1.006281], [0.462523, -0.923472, 2.213016], [0.550228, 1.129727, 1.488920], [-1.013382, 1.409604, 0.675137], [1.661188, 1.224772, -0.874944]],
  "forces_ev_per_angstrom": [[0.0, 0.0, -0.1], [0.0, -0.2, 0.1], [0.0, -0.1, 0.0], [0.0, 0.4, 0.0], [-0.1, 0.1, 0.0], [-0.2, 0.4, -0.2], [0.3, -0.5, 0.3], [-0.1, -0.1, 0.1], [-0.1, 0.1, 0.0], [0.1, 0.0, 0.0], [0.0, 0.0, -0.1], [-0.1, 0.0, -0.1], [0.1, -0.1, 0.0], [-0.1, 0.1, 0.0]],
  "e_above_lowest_kcal_mol": 27.5,
  "gap_ev": 10.57,
  "smiles": "CN(C=O)CC=O",
  "energy_ev": -9846.08571,
  "total_charge": 0
}